(1)
{"formula": "C56H46I2O18", "method": "the ωB97M-V functional and the def2-TZVPD basis", "largest_force_ha_per_bohr": 0.035, "homo_lumo_gap_ev": 7.5, "e_tot_ev": -111865.3283, "molar_mass_g_mol": 1260.77, "species": ["C", "O", "C", "C", "C", "C", "C", "C", "C", "C", "C", "I", "C", "C", "I", "C", "O", "O", "C", "O", "H", "H", "H", "H", "H", "H", "H", "H", "H", "H", "H", "H", "H", "H", "H", "H", "H", "H", "O", "C", "C", "C", "C", "O", "C", "C", "H", "H", "H", "H", "O", "C", "C", "C", "C", "O", "C", "C", "H", "H", "H", "H", "O", "C", "C", "C", "C", "O", "C", "C", "H", "H", "H", "H", "O", "C", "C", "C", "C", "O", "C", "C", "H", "H", "H", "H", "O", "C", "C", "C", "C", "O", "C", "C", "H", "H", "H", "H", "O", "C", "C", "C", "C", "O", "C", "C", "H", "H", "H", "H", "O", "C", "C", "C", "C", "O", "C", "C", "H", "H", "H", "H"], "positions_angstrom": [[-1.057, 0.722, 0.471], [-0.492, 1.442, -0.603], [-1.487, 1.783, -1.554], [-1.088, 3.063, -2.281], [-1.707, 4.275, -1.583], [-2.964, 4.789, -2.296], [-4.027, 3.727, -2.547], [-5.028, 3.577, -1.373], [-6.376, 4.057, -1.778], [-7.446, 3.386, -2.155], [-7.720, 1.969, -2.269], [-8.941, 1.260, -0.675], [-7.345, 1.122, -3.202], [-7.652, -0.335, -3.198], [-6.278, 1.762, -4.904], [-8.530, 4.402, -2.434], [-9.667, 4.233, -2.798], [-7.985, 5.637, -2.186], [-6.682, 5.526, -1.784], [-5.968, 6.449, -1.490], [-1.697, -0.091, 0.129], [-0.232, 0.346, 1.053], [-1.669, 1.349, 1.119], [-1.615, 0.949, -2.247], [-2.428, 1.943, -1.032], [-0.009, 3.115, -2.323], [-1.479, 2.969, -3.289], [-1.964, 4.058, -0.553], [-0.988, 5.087, -1.625], [-2.627, 5.124, -3.275], [-3.365, 5.665, -1.802], [-4.576, 4.035, -3.424], [-3.619, 2.753, -2.775], [-5.078, 2.567, -0.988], [-4.713, 4.214, -0.555], [-6.957, -0.875, -3.821], [-8.668, -0.486, -3.536], [-7.566, -0.744, -2.203], [0.291, -1.800, 2.138], [0.381, -2.607, 1.234], [1.108, -2.281, -0.014], [1.209, -3.165, -1.001], [0.600, -4.513, -0.895], [0.696, -5.321, -1.793], [-0.132, -4.838, 0.357], [-0.232, -3.953, 1.344], [1.548, -1.294, -0.076], [1.738, -2.945, -1.919], [-0.570, -5.826, 0.416], [-0.758, -4.168, 2.266], [3.883, -1.658, -2.036], [4.728, -2.428, -2.453], [5.256, -3.513, -1.595], [6.181, -4.353, -2.046], [6.719, -4.243, -3.425], [7.563, -5.011, -3.831], [6.187, -3.155, -4.278], [5.267, -2.309, -3.826], [4.852, -3.575, -0.591], [6.585, -5.151, -1.434], [6.594, -3.087, -5.279], [4.871, -1.507, -4.435], [-15.953, -0.356, -1.539], [-14.920, -0.317, -0.908], [-14.423, 0.952, -0.319], [-13.288, 0.993, 0.373], [-12.472, -0.227, 0.586], [-11.437, -0.189, 1.217], [-12.967, -1.496, -0.003], [-14.102, -1.538, -0.694], [-15.033, 1.830, -0.486], [-12.907, 1.907, 0.809], [-12.356, -2.374, 0.164], [-14.482, -2.452, -1.131], [7.598, 3.442, 0.201], [7.581, 2.543, -0.610], [8.814, 2.126, -1.323], [8.794, 1.142, -2.216], [7.541, 0.413, -2.538], [7.548, -0.487, -3.358], [6.308, 0.832, -1.828], [6.329, 1.818, -0.934], [9.719, 2.667, -1.075], [9.683, 0.823, -2.747], [5.400, 0.302, -2.073], [5.439, 2.137, -0.406], [2.748, -0.936, 8.039], [3.011, -1.475, 6.987], [4.178, -2.384, 6.857], [4.467, -2.975, 5.700], [3.635, -2.751, 4.492], [3.897, -3.292, 3.438], [2.470, -1.842, 4.621], [2.180, -1.252, 5.777], [4.771, -2.535, 7.750], [5.313, -3.641, 5.585], [1.877, -1.693, 3.728], [1.333, -0.586, 5.893], [2.415, 4.194, 5.720], [1.445, 3.772, 5.132], [1.472, 2.453, 4.448], [0.406, 1.991, 3.800], [-0.855, 2.773, 3.735], [-1.824, 2.346, 3.145], [-0.882, 4.090, 4.418], [0.183, 4.552, 5.065], [2.400, 1.899, 4.508], [0.404, 1.032, 3.294], [-1.811, 4.643, 4.357], [0.185, 5.509, 5.571], [8.430, -2.531, 1.202], [9.275, -3.300, 0.795], [9.817, -4.378, 1.659], [10.745, -5.219, 1.212], [11.276, -5.118, -0.172], [12.118, -5.886, -0.579], [10.732, -4.040, -1.036], [9.805, -3.199, -0.586], [9.417, -4.435, 2.663], [11.154, -6.011, 1.825], [11.130, -3.982, -2.041], [9.394, -2.407, -1.201]], "lowdin_charge": [-0.110, -0.174, -0.251, -0.162, -0.190, -0.197, -0.198, -0.097, -0.093, -0.226, -0.687, 1.029, -0.784, -0.215, 0.958, -0.377, 0.156, 0.155, -0.352, 0.178, 0.094, 0.055, 0.068, 0.125, 0.102, 0.113, 0.107, 0.110, 0.106, 0.111, 0.106, 0.074, 0.085, 0.120, 0.125, 0.047, 0.086, 0.034, 0.062, -0.373, 0.031, 0.025, -0.380, 0.111, 0.025, 0.027, 0.125, 0.108, 0.122, 0.123, 0.069, -0.385, 0.031, 0.024, -0.385, 0.107, 0.016, 0.003, 0.125, 0.123, 0.127, 0.127, 0.111, -0.386, 0.025, 0.021, -0.402, 0.041, 0.021, 0.023, 0.124, 0.124, 0.122, 0.122, 0.114, -0.384, 0.024, 0.017, -0.366, 0.093, 0.033, 0.033, 0.123, 0.121, 0.100, 0.126, 0.110, -0.386, 0.022, 0.019, -0.382, 0.101, 0.027, 0.022, 0.122, 0.120, 0.089, 0.118, 0.113, -0.384, 0.022, 0.027, -0.372, 0.093, 0.022, 0.023, 0.119, 0.109, 0.122, 0.123, 0.100, -0.392, 0.019, 0.022, -0.385, 0.112, 0.028, 0.016, 0.121, 0.122, 0.125, 0.115]}



(2)
{"formula": "C33H69BBrO10S", "method": "the ωB97M-V functional and the def2-TZVPD basis", "largest_force_ha_per_bohr": 0.025, "homo_lumo_gap_ev": 7.3, "e_tot_ev": -137364.7776, "total_charge": 1, "molar_mass_g_mol": 748.69, "species": ["C", "O", "C", "C", "C", "C", "C", "C", "C", "C", "S", "C", "C", "C", "Br", "B", "O", "O", "H", "H", "H", "H", "H", "H", "H", "H", "H", "H", "H", "H", "H", "H", "H", "H", "H", "H", "H", "H", "H", "H", "H", "H", "H", "H", "H", "C", "C", "O", "C", "H", "H", "H", "H", "H", "H", "C", "C", "O", "C", "H", "H", "H", "H", "H", "H", "C", "C", "O", "C", "H", "H", "H", "H", "H", "H", "C", "C", "O", "C", "H", "H", "H", "H", "H", "H", "C", "C", "O", "C", "H", "H", "H", "H", "H", "H", "C", "C", "O", "C", "H", "H", "H", "H", "H", "H", "C", "C", "O", "C", "H", "H", "H", "H", "H", "H"], "positions_angstrom": [[3.690, 1.991, 6.294], [4.148, 1.603, 5.008], [3.120, 1.329, 4.055], [3.632, 0.348, 3.008], [2.455, -0.343, 2.284], [2.091, -1.705, 2.904], [0.938, -1.741, 3.931], [1.388, -2.523, 5.170], [2.234, -1.626, 6.057], [2.856, -2.423, 7.213], [4.458, -1.723, 7.660], [5.494, -1.673, 6.173], [5.282, -2.837, 5.223], [6.186, -2.642, 4.012], [5.369, -3.493, 2.468], [5.330, -2.888, 8.878], [4.631, -3.730, 9.642], [6.655, -2.684, 9.003], [3.734, 3.074, 6.392], [2.664, 1.680, 6.481], [4.330, 1.533, 7.039], [2.849, 2.255, 3.560], [2.242, 0.905, 4.534], [4.183, 0.943, 2.287], [4.280, -0.392, 3.464], [1.607, 0.332, 2.263], [2.804, -0.549, 1.283], [2.982, -2.120, 3.357], [1.773, -2.345, 2.096], [0.547, -0.758, 4.179], [0.127, -2.312, 3.492], [1.954, -3.377, 4.812], [0.534, -2.852, 5.758], [3.012, -1.148, 5.472], [1.555, -0.898, 6.481], [2.250, -2.328, 8.106], [2.913, -3.475, 6.954], [5.272, -0.730, 5.686], [6.526, -1.627, 6.504], [4.252, -2.871, 4.895], [5.555, -3.780, 5.685], [7.156, -3.090, 4.160], [6.327, -1.597, 3.781], [4.164, -4.436, 9.166], [7.171, -3.155, 8.323], [-2.082, -3.595, 0.508], [-0.633, -3.327, 0.185], [0.217, -3.366, 1.054], [-0.318, -2.999, -1.241], [-2.188, -3.814, 1.569], [-2.683, -2.719, 0.259], [-2.441, -4.447, -0.071], [-0.860, -2.100, -1.535], [-0.603, -3.824, -1.890], [0.751, -2.819, -1.344], [0.381, -1.632, -4.909], [-0.197, -3.012, -5.107], [-0.867, -3.543, -4.251], [0.094, -3.696, -6.421], [0.096, -1.254, -3.929], [1.470, -1.670, -4.976], [0.000, -0.954, -5.675], [1.171, -3.818, -6.549], [-0.297, -3.100, -7.247], [-0.379, -4.675, -6.434], [-1.653, 2.107, -3.181], [-2.018, 0.699, -2.784], [-1.329, 0.070, -2.004], [-3.262, 0.107, -3.379], [-0.739, 2.398, -2.664], [-1.489, 2.164, -4.259], [-2.456, 2.791, -2.901], [-3.174, 0.076, -4.463], [-4.125, 0.709, -3.092], [-3.396, -0.907, -3.001], [-2.952, 3.638, -7.256], [-3.300, 2.231, -6.855], [-2.615, 1.597, -6.079], [-4.544, 1.638, -7.465], [-2.038, 3.945, -6.750], [-2.801, 3.688, -8.336], [-3.760, 4.317, -6.978], [-4.450, 1.617, -8.551], [-5.414, 2.238, -7.194], [-4.684, 0.623, -7.097], [-1.426, 6.156, -11.286], [-2.010, 4.774, -11.438], [-2.663, 4.263, -10.555], [-1.745, 4.058, -12.738], [-1.689, 6.558, -10.311], [-0.339, 6.114, -11.374], [-1.819, 6.815, -12.062], [-0.671, 3.932, -12.883], [-2.152, 4.633, -13.571], [-2.219, 3.079, -12.717], [-3.493, 2.577, 0.163], [-4.855, 2.624, -0.486], [-5.086, 2.065, -1.536], [-5.926, 3.400, 0.240], [-2.812, 1.987, -0.445], [-3.096, 3.588, 0.267], [-3.568, 2.123, 1.153], [-5.622, 4.442, 0.348], [-6.089, 2.973, 1.231], [-6.854, 3.356, -0.325], [-3.638, -0.373, 3.922], [-3.002, 0.977, 4.149], [-3.185, 1.901, 3.394], [-2.118, 1.120, 5.369], [-4.242, -0.342, 3.019], [-2.866, -1.136, 3.808], [-4.275, -0.635, 4.768], [-1.284, 0.417, 5.305], [-2.689, 0.921, 6.277], [-1.723, 2.132, 5.413]], "lowdin_charge": [-0.098, -0.194, -0.225, -0.158, -0.159, -0.192, -0.174, -0.196, -0.243, -0.332, 1.246, -0.337, -0.320, -0.584, 0.722, -0.808, 0.206, 0.174, 0.091, 0.079, 0.070, 0.132, 0.095, 0.116, 0.080, 0.116, 0.108, 0.037, 0.077, 0.092, 0.097, 0.117, 0.122, 0.080, 0.122, 0.106, 0.102, 0.079, 0.107, 0.055, 0.122, 0.065, 0.060, 0.141, 0.141, -0.014, -0.473, 0.034, -0.020, 0.074, 0.087, 0.089, 0.060, 0.076, 0.090, -0.009, -0.490, 0.058, -0.022, 0.063, 0.087, 0.088, 0.085, 0.086, 0.081, -0.017, -0.496, 0.023, -0.010, 0.082, 0.061, 0.083, 0.063, 0.064, 0.085, -0.011, -0.476, 0.032, -0.012, 0.083, 0.057, 0.092, 0.088, 0.089, 0.081, -0.020, -0.494, 0.054, -0.021, 0.081, 0.087, 0.087, 0.087, 0.087, 0.081, -0.005, -0.483, 0.058, -0.019, 0.064, 0.095, 0.056, 0.086, 0.085, 0.081, -0.012, -0.490, 0.066, -0.017, 0.083, 0.078, 0.088, 0.061, 0.087, 0.083]}



(3)
{"formula": "C2H3BrO", "method": "the ωB97M-V functional and the def2-TZVPD basis", "largest_force_ha_per_bohr": 0.058, "homo_lumo_gap_ev": [10.6, 8.1], "e_tot_ev": -74206.0880, "relative_energy_kcal_mol": 145.9, "molar_mass_g_mol": 122.95, "species": ["C", "C", "O", "Br", "H", "H", "H"], "positions_angstrom": [[-0.438, -0.793, -0.241], [0.065, 0.366, 0.512], [-0.776, 0.583, -0.496], [0.055, 1.115, 2.292], [0.159, -1.085, -1.013], [-1.185, -1.347, 0.173], [2.119, 1.161, -1.228]], "lowdin_charge": [-0.095, -0.726, -0.071, 0.643, 0.072, 0.080, 0.097]}



Number 3 is which compound?
C2H3BrO



Number 3 is which compound?
C2H3BrO